Here is a cluster of 9 separate species, C28H64BCl16N5OSi in total from the Open Molecules 2025 dataset. Energies are from the ωB97M-V functional and the def2-TZVPD basis.

Each line ends with the Löwdin charge.
Geometry (Å):
H1 4.298 3.319 -4.496  -0.04
N1 3.393 3.710 -4.243  0.15
C1 2.563 2.810 -3.945  -0.55
N2 2.884 1.414 -3.917  0.09
N3 1.221 3.141 -3.620  0.00
C2 1.012 3.409 -2.173  -0.20
C3 0.513 2.179 -1.436  -0.22
C4 0.058 2.500 -0.006  -0.24
C5 -1.396 2.994 -0.001  -0.24
Si1 -2.114 3.514 1.656  0.61
C6 -2.963 2.046 2.493  -0.27
C7 -3.232 2.345 3.973  -0.24
C8 -4.182 1.358 4.710  -0.20
C9 -4.689 0.158 3.917  -0.30
N4 -5.748 -0.592 4.626  -0.02
N5 -0.896 4.288 2.648  -0.11
C10 0.145 3.438 3.255  -0.34
C11 1.509 4.118 3.206  -0.10
B1 -3.542 4.934 1.334  -0.45
C12 -3.944 5.388 -0.120  -0.05
O1 -4.199 5.533 2.412  0.05
H2 2.102 0.914 -4.331  0.08
H3 2.899 1.098 -2.950  0.07
H4 1.018 3.991 -4.133  0.10
H5 0.277 4.208 -2.101  0.12
H6 1.956 3.757 -1.740  0.12
H7 1.282 1.402 -1.443  0.10
H8 -0.349 1.785 -1.974  0.02
H9 0.700 3.297 0.380  0.09
H10 0.181 1.620 0.628  0.09
H11 -2.039 2.259 -0.492  0.04
H12 -1.427 3.892 -0.629  0.07
H13 -3.889 1.854 1.947  0.06
H14 -2.324 1.167 2.386  0.00
H15 -3.653 3.349 4.057  0.09
H16 -2.276 2.348 4.497  0.09
H17 -5.042 1.904 5.104  0.10
H18 -3.650 0.960 5.578  0.10
H19 -3.874 -0.548 3.750  0.08
H20 -5.097 0.451 2.953  0.10
H21 -5.537 -0.573 5.620  0.05
H22 -6.613 -0.067 4.549  0.06
H23 -1.326 4.847 3.375  0.07
H24 -0.091 3.273 4.310  0.10
H25 0.184 2.464 2.765  0.08
H26 1.705 4.515 2.212  0.06
H27 2.310 3.457 3.540  0.07
H28 1.491 4.970 3.890  0.07
H29 -3.100 5.902 -0.594  0.07
H30 -4.168 4.531 -0.761  0.05
H31 -4.798 6.068 -0.127  0.06
H32 -4.032 6.482 2.448  0.10
Cl1 -2.069 1.014 -3.548  0.59
C13 -3.818 0.707 -3.711  -0.66
C14 -4.593 1.320 -2.571  -0.69
Cl2 -4.259 0.484 -1.027  0.57
H33 -3.968 -0.369 -3.759  0.07
H34 -4.132 1.151 -4.652  0.01
H35 -5.662 1.230 -2.754  0.05
H36 -4.345 2.371 -2.446  0.05
Cl3 -3.235 -2.779 1.420  0.54
C15 -1.530 -3.249 1.696  -0.71
C16 -0.946 -2.553 2.894  -0.64
Cl4 -0.746 -0.800 2.613  0.59
H37 -0.973 -3.028 0.790  0.06
H38 -1.519 -4.319 1.868  -0.06
H39 0.043 -2.957 3.107  0.04
H40 -1.580 -2.678 3.768  0.07
Cl5 0.028 -5.901 0.908  0.61
C17 1.722 -6.411 1.159  -0.63
C18 2.347 -5.713 2.334  -0.64
Cl6 2.570 -3.964 2.026  0.54
H41 2.264 -6.208 0.239  0.07
H42 1.714 -7.486 1.332  0.08
H43 3.333 -6.131 2.523  -0.02
H44 1.739 -5.816 3.229  0.08
Cl7 5.371 -7.485 2.598  0.59
C19 6.698 -6.316 2.321  -0.67
C20 8.003 -7.004 2.021  -0.67
Cl8 8.646 -7.871 3.439  0.54
H45 6.772 -5.688 3.204  0.04
H46 6.402 -5.696 1.477  0.06
H47 8.742 -6.256 1.742  0.05
H48 7.897 -7.723 1.213  0.07
Cl9 -3.338 -9.676 2.789  0.53
C21 -4.366 -8.272 2.397  -0.66
C22 -3.556 -7.072 1.981  -0.65
Cl10 -2.615 -6.395 3.334  0.55
H49 -4.975 -8.053 3.269  0.07
H50 -5.016 -8.571 1.576  0.07
H51 -4.219 -6.283 1.632  0.07
H52 -2.855 -7.322 1.187  0.06
Cl11 -3.130 4.262 -5.859  0.55
C23 -4.484 3.991 -6.986  -0.66
C24 -5.820 4.177 -6.314  -0.64
Cl12 -6.119 2.909 -5.095  0.60
H53 -4.382 2.985 -7.386  0.07
H54 -4.381 4.707 -7.799  0.07
H55 -6.618 4.113 -7.052  0.07
H56 -5.883 5.137 -5.808  0.07
Cl13 5.603 -2.721 2.443  0.54
C25 6.990 -1.649 2.115  -0.65
C26 8.201 -2.408 1.638  -0.65
Cl14 8.902 -3.440 2.915  0.57
H57 7.202 -1.093 3.025  0.07
H58 6.678 -0.951 1.340  0.08
H59 8.976 -1.708 1.333  0.07
H60 7.954 -3.049 0.795  0.07
Cl15 6.088 1.945 -5.402  0.57
C27 5.847 2.509 -7.076  -0.65
C28 5.697 1.362 -8.041  -0.67
Cl16 7.214 0.447 -8.244  0.53
H61 6.689 3.143 -7.340  0.07
H62 4.937 3.108 -7.080  0.07
H63 5.423 1.747 -9.022  0.07
H64 4.932 0.666 -7.707  0.07

Calculated values
Net charge: 0
Electronic energy, hartree: -9131.7904
HOMO-LUMO gap, eV: 8.650
LUMO level, eV: 0.308
SMILES: [H]/N=C(\N)NCCCC[Si@@](CCCCN)(NCC)B(C)O.ClCCCl.ClCCCl.ClCCCl.ClCCCl.ClCCCl.ClCCCl.ClCCCl.ClCCCl
Highest occupied orbital energy, eV: -8.34



Here is a structure of composition C10H36AlN18O12 in a non-equilibrium geometry from the Open Molecules 2025 dataset. Energies are from the ωB97M-V functional and the def2-TZVPD basis.

Each line ends with the Löwdin charge.
Geometry (Å):
Al1 -0.210 2.110 -3.039  1.05
C1 -0.005 0.242 -0.137  -0.88
O1 0.830 1.199 -0.276  -0.04
O2 -0.236 -0.329 0.969  -0.03
O3 -0.589 -0.128 -1.193  0.01
C2 -0.474 3.569 2.267  -0.64
O4 -0.888 4.516 2.899  0.09
N1 -0.249 3.603 0.921  0.19
N2 -0.147 2.346 2.784  0.26
H1 -0.025 2.727 0.457  0.04
H2 -0.754 4.273 0.367  0.11
H3 0.145 1.574 2.212  0.04
H4 -0.341 2.181 3.761  0.12
C3 3.872 2.004 -2.834  -0.68
O5 2.756 2.288 -3.244  -0.07
N3 4.141 1.451 -1.618  0.17
N4 4.974 2.119 -3.608  0.17
H5 3.412 1.146 -1.002  0.06
H6 5.090 1.539 -1.299  0.11
H7 4.863 2.642 -4.457  0.12
H8 5.794 1.613 -3.333  0.10
C4 -3.235 -2.676 0.777  -0.66
O6 -3.925 -3.662 0.931  0.09
N5 -3.618 -1.569 0.126  0.18
N6 -1.925 -2.605 1.218  0.21
H9 -2.879 -0.924 -0.086  0.05
H10 -4.540 -1.292 -0.156  0.13
H11 -1.662 -3.216 1.971  0.12
H12 -1.329 -1.844 0.906  0.03
C5 -1.886 -0.030 4.566  -0.65
O7 -2.670 0.071 5.489  0.12
N7 -0.635 -0.533 4.664  0.18
N8 -2.307 0.145 3.266  0.26
H13 0.011 -0.702 3.919  0.07
H14 -0.491 -0.929 5.582  0.13
H15 -3.115 0.772 3.161  0.09
H16 -1.650 -0.008 2.507  0.05
C6 -3.997 2.579 1.082  -0.66
O8 -4.000 2.206 2.254  0.02
N9 -4.846 3.585 0.712  0.17
N10 -3.225 2.040 0.123  0.19
H17 -4.682 4.129 -0.121  0.10
H18 -5.164 4.142 1.491  0.12
H19 -2.802 1.170 0.381  0.07
H20 -3.255 2.471 -0.782  0.10
C7 -2.370 -1.398 -3.888  -0.68
O9 -1.819 -0.334 -4.147  -0.05
N11 -2.159 -2.094 -2.729  0.15
N12 -3.316 -1.961 -4.657  0.17
H21 -2.547 -3.009 -2.598  0.11
H22 -1.527 -1.644 -2.086  0.05
H23 -3.666 -2.876 -4.443  0.11
H24 -3.561 -1.452 -5.488  0.12
C8 3.141 0.770 2.545  -0.66
O10 4.124 0.740 3.260  0.09
N13 2.978 1.716 1.567  0.17
N14 2.141 -0.133 2.589  0.19
H25 3.277 2.656 1.776  0.12
H26 2.199 1.582 0.927  0.03
H27 1.397 -0.112 1.904  0.03
H28 2.168 -0.918 3.217  0.12
C9 1.830 -1.458 -3.238  -0.65
O11 1.365 -0.327 -3.412  -0.05
N15 3.169 -1.627 -3.008  0.18
N16 1.074 -2.552 -3.169  0.20
H29 3.756 -0.834 -3.202  0.09
H30 3.497 -2.540 -3.285  0.11
H31 0.080 -2.400 -3.225  0.08
H32 1.465 -3.422 -2.855  0.11
C10 2.527 -3.282 0.499  -0.69
O12 2.806 -4.418 0.844  0.04
N17 3.485 -2.338 0.304  0.17
N18 1.248 -2.882 0.238  0.17
H33 3.150 -1.413 0.109  0.07
H34 4.444 -2.579 0.472  0.12
H35 0.516 -3.558 0.376  0.10
H36 0.991 -1.908 0.226  0.05

Calculated values
Net charge: +1
Electronic energy, hartree: -2533.5153
HOMO-LUMO gap, eV: 2.866
LUMO level, eV: -9.499
Highest occupied orbital energy, eV: -12.37



Here is a structure of composition C30H27N4O10S2Ti from the Open Molecules 2025 dataset. Energies are from the ωB97M-V functional and the def2-TZVPD basis.

Each line ends with the Löwdin charge.
Geometry (Å):
Ti1 -0.127 -0.582 0.084  1.19
O1 1.551 1.531 -2.937  0.05
C1 1.446 0.693 -1.856  -0.46
O2 0.378 0.849 -1.062  -0.22
C2 2.292 -0.289 -1.489  -0.21
C3 3.577 -0.705 -2.000  -0.01
C4 4.193 -1.769 -1.440  -0.08
C5 3.567 -2.521 -0.377  -0.02
C6 2.376 -2.081 0.086  -0.20
N1 1.777 -0.959 -0.380  -0.01
C7 1.482 -2.764 1.085  -0.53
O3 1.825 -3.719 1.745  0.08
O4 0.306 -2.177 1.128  -0.12
H1 0.946 1.154 -3.599  0.09
H2 4.025 -0.155 -2.817  0.11
H3 5.161 -2.080 -1.813  0.09
H4 3.992 -3.431 0.022  0.10
O5 -0.821 -0.211 -3.433  -0.29
S1 -0.838 -1.593 -2.992  0.54
O6 -0.125 -2.528 -3.819  -0.29
O7 -0.472 -1.764 -1.558  -0.37
C8 -2.549 -2.120 -3.005  -0.21
C9 -2.823 -3.285 -3.706  -0.05
C10 -4.107 -3.811 -3.739  -0.07
C11 -5.126 -3.175 -3.051  -0.08
C12 -4.856 -2.013 -2.343  -0.06
C13 -3.577 -1.474 -2.318  -0.21
S2 -3.435 0.083 -1.445  0.51
O8 -3.443 1.115 -2.481  -0.32
O9 -4.582 0.141 -0.569  -0.31
O10 -2.162 0.085 -0.701  -0.40
H5 -2.007 -3.772 -4.219  0.11
H6 -4.301 -4.721 -4.292  0.10
H7 -6.130 -3.579 -3.056  0.10
H8 -5.636 -1.507 -1.792  0.11
C14 -3.175 -0.074 3.446  -0.09
C15 -2.382 -0.021 4.580  -0.11
C16 -1.002 0.002 4.433  -0.05
C17 -0.440 -0.020 3.162  -0.21
C18 -1.214 -0.087 1.988  -0.13
C19 -2.598 -0.108 2.178  -0.10
C20 1.028 0.072 3.011  -0.24
C21 1.926 -0.591 3.891  0.01
C22 3.263 -0.482 3.678  0.00
C23 3.739 0.320 2.610  -0.16
C24 5.111 0.498 2.326  -0.04
C25 5.502 1.283 1.277  -0.09
C26 4.539 1.928 0.474  -0.07
C27 3.203 1.766 0.722  -0.01
C28 2.778 0.944 1.789  -0.20
N2 1.437 0.779 1.984  0.16
H9 -4.255 -0.097 3.541  0.10
H10 -2.829 0.006 5.566  0.09
H11 -0.364 0.062 5.309  0.10
H12 -3.261 -0.163 1.326  0.06
H13 1.526 -1.219 4.675  0.12
H14 3.974 -1.014 4.300  0.12
H15 5.842 -0.005 2.948  0.11
H16 6.554 1.410 1.055  0.10
H17 4.862 2.542 -0.357  0.10
H18 2.439 2.233 0.115  0.11
N3 -1.371 2.705 -1.812  0.16
C29 -2.212 3.340 -0.766  -0.16
C30 -1.380 4.130 0.228  -0.27
N4 -0.358 3.265 0.780  0.03
H19 -0.631 2.073 -1.399  0.08
H20 -1.970 2.074 -2.385  0.09
H21 -0.890 3.385 -2.394  0.16
H22 -2.727 2.528 -0.256  0.11
H23 -2.964 3.959 -1.253  0.13
H24 -2.079 4.560 0.960  0.11
H25 -0.891 4.971 -0.276  0.11
H26 -0.747 2.442 1.236  0.06
H27 0.238 3.734 1.448  0.08

Calculated values
Net charge: -1
Electronic energy, hartree: -3776.9523
HOMO-LUMO gap, eV: 5.707
LUMO level, eV: 2.410
Highest occupied orbital energy, eV: -3.30